# 1
ORCA calculation (ωB97M-V/def2-TZVPD) on a single C9H19BN2O2S molecule.

```
34
Properties=species:S:1:pos:R:3:forces:R:3
C -0.5736 -1.6740 -0.1160 -0.333 -1.375 1.412
H -3.5212 -1.3479 2.8757 -0.450 0.217 -0.354
H -0.9105 -2.5749 -0.6522 0.171 0.365 0.065
H -2.6459 -1.2301 0.3892 0.072 -0.333 0.058
H -0.0696 1.5128 -2.7250 -0.222 -0.127 -0.164
H 0.8264 -1.5979 1.4463 -0.216 0.413 0.568
H 1.6289 0.5550 0.7475 -0.462 -0.114 -0.101
O 2.2348 0.1913 -3.3322 0.930 0.942 0.426
N 0.2814 0.5025 -0.9237 0.372 1.147 0.997
H -0.0515 1.0004 1.1707 0.464 -0.165 -0.734
C 0.6415 1.5299 -1.9072 0.111 0.986 -0.989
H 1.2891 3.6058 -1.7422 -0.346 -0.187 0.209
H 1.4686 -1.8238 0.0126 0.438 -0.118 -0.446
H 3.9200 1.6371 -2.6068 -0.025 0.393 0.332
C 0.6341 2.8960 -1.2171 -1.353 0.155 0.070
O 3.1642 2.0306 -2.1338 0.485 -0.288 -0.725
C 1.1261 2.5618 0.1823 0.714 -0.819 -0.656
C -2.5744 -1.7456 3.2006 -0.693 -0.796 -0.290
H -0.7903 -2.6821 2.4224 -0.706 0.333 -0.321
H -1.4898 -0.3892 1.3329 0.050 0.212 0.335
C -1.7008 -1.3743 0.9258 0.849 0.641 -1.041
C 0.7298 1.0766 0.3791 -0.007 -0.651 1.401
B 2.0844 1.2973 -2.5087 -0.560 -1.912 -0.226
S -1.0068 -0.9782 -2.6361 -0.569 -0.284 -2.089
H -2.0453 -0.9480 3.6382 0.816 1.097 0.556
H -0.4143 3.2944 -1.2013 0.870 -0.167 0.073
C -0.3932 -0.6373 -1.1853 0.748 1.378 1.298
H 2.2279 2.6394 0.2094 -0.517 0.009 0.016
H -2.2805 -3.3207 1.7268 0.267 0.734 0.126
H 0.7281 3.1819 0.9584 -0.301 0.360 0.401
N 0.6748 -2.0624 0.5747 -0.356 -0.023 -0.442
H -2.8214 -2.4369 3.9844 0.070 -0.530 0.410
C -1.7997 -2.3674 2.0610 0.274 -1.180 0.080
H 1.4287 -0.3222 -3.3502 -0.583 -0.314 -0.257
```
Forces are in eV/Å.

Computed properties:
* LUMO level: 0.43 eV
* HOMO-LUMO gap: 8.752 eV
* E: -28230.7904 eV
* energy above the lowest of the compared OMol25 structures with the same formula, charge and spin: 0.0 kcal per mole
* structure (SMILES): CCC[C@H](N)C(=S)N1CCC[C@H]1B(O)O
* spin multiplicity: 1
* highest occupied orbital energy: -0.30578 Ha

Löwdin atomic charge list, values in e, 8 entries: -0.403 0.072 0.106 0.127 0.111 0.055 0.118 0.156

=====

# 2
ORCA calculation (ωB97M-V/def2-TZVPD) on a single C9H19BN2O4 molecule.

```
35
Properties=species:S:1:pos:R:3:forces:R:3
B -0.7131 -3.9692 0.2154 0.105 1.109 2.086
O 2.0217 1.4544 -1.5974 -0.284 1.074 -1.263
C 0.0668 -2.6649 -0.2220 0.584 -1.754 -0.271
C 0.9799 2.0726 -1.6772 0.487 -0.961 1.477
H -1.1856 -2.3303 -1.8854 0.006 -0.220 -0.568
H -1.0164 -3.3982 2.2939 0.190 0.011 -1.164
H 0.8907 -3.0211 -0.8641 -0.248 0.402 -0.231
H 0.5869 -0.3843 -1.7738 -1.120 -0.342 0.345
H -1.5147 0.6543 0.2263 1.752 -0.130 0.208
C -0.4196 0.5507 -0.1044 -0.421 -0.314 -1.222
N 0.7192 1.6134 3.0841 -0.433 -0.943 -1.984
C -0.9219 -1.7797 -0.9998 -0.534 0.076 1.388
H -1.5882 2.1144 -1.6618 -0.021 0.972 0.299
H 1.2598 2.8280 -3.3919 -0.844 0.053 0.701
H -1.9005 -1.7232 -0.4279 0.946 0.140 -0.418
H 0.8571 0.8196 3.7132 0.388 0.524 -0.543
O -1.2578 -3.9527 1.5359 -0.180 -1.363 -0.996
H 0.1328 -0.4659 1.7285 -0.145 -0.770 0.590
H -1.3329 -5.7993 -0.3945 -0.012 0.241 0.286
H 0.5982 -2.3469 0.6843 -0.620 0.687 -0.348
C 1.1429 1.4380 1.5965 0.094 -0.403 2.336
H -1.1163 -0.0398 -2.1528 -0.140 0.533 0.101
H 2.2455 1.4429 1.5551 -0.376 0.053 -0.188
C 0.6132 0.1050 0.9710 -0.278 2.231 -0.270
C 0.5272 2.5737 0.8097 0.016 0.063 -0.358
C -0.4625 -0.3793 -1.3488 1.397 -0.072 0.251
H -1.0253 3.6388 -1.1472 -0.239 -0.824 -0.143
H 1.0346 2.4864 3.4581 0.324 0.118 0.281
O 0.5293 2.8510 -2.7164 2.157 -0.916 -0.312
C -0.0108 2.0031 -0.5135 0.742 -0.376 0.425
H -0.3731 2.9049 1.3180 -0.103 0.007 0.225
H 1.1743 3.4392 0.7059 0.220 0.106 -0.156
N -1.1736 2.6548 -0.8905 -2.913 1.345 -0.656
O -0.8436 -5.0104 -0.6527 -0.284 -0.010 0.191
H 1.4756 -0.3801 0.5262 -0.214 -0.346 -0.100
```
Forces are in eV/Å.

Computed properties:
* LUMO level: 0.51 eV
* HOMO-LUMO gap: 9.404 eV
* E: -21490.2686 eV
* energy above the lowest of the compared OMol25 structures with the same formula, charge and spin: 21.4 kcal per mole
* structure (SMILES): N[C@H]1C[C@H](CCCB(O)O)[C@](N)(C(=O)O)C1
* spin multiplicity: 1
* highest occupied orbital energy: -0.32687 Ha

Löwdin atomic charge list, values in e, 8 entries: -0.623 0.110 -0.109 -0.434 0.107 0.098 0.116 0.131

=====

# 3
ORCA calculation (ωB97M-V/def2-TZVPD) on a molecular structure, C9H19ClKNO4S2.

```
37
Properties=species:S:1:pos:R:3:forces:R:3
H 2.3879 -0.4568 1.7919 -0.135 0.024 0.046
O 3.3506 3.0185 -0.4740 -0.005 0.019 -0.173
C -1.6755 -0.3696 0.5634 -0.174 -0.057 -0.099
H -1.3633 -0.5943 1.5871 0.105 0.003 -0.020
H -2.6331 -2.0037 -0.4096 0.054 -0.074 -0.098
H -1.3274 -1.3290 -1.3355 0.060 0.053 0.039
H 2.5595 -2.2911 0.2594 -0.029 -0.041 -0.097
H 0.9367 -3.5391 1.2176 -0.017 0.009 0.052
K 2.5239 2.1780 -4.7443 0.953 -0.976 -1.750
H 0.3003 -2.0917 1.9367 -0.089 0.084 -0.057
H -3.9182 2.0782 1.4894 -0.066 -0.050 0.035
H -3.7864 -0.5565 0.8454 -0.107 0.102 -0.112
H -2.2113 1.8300 1.8397 -0.041 0.048 -0.061
C 1.6135 -1.7410 0.2379 0.079 -0.071 0.114
H 1.3431 -1.6465 -0.8199 -0.049 0.076 0.044
C 0.5296 -2.5546 0.9735 0.064 -0.054 -0.162
H 2.5120 0.2522 -1.1271 0.092 0.156 -0.029
O 1.7432 3.3248 -3.0142 -0.600 1.087 1.143
H 0.9302 0.1461 1.0370 -0.171 -0.023 0.070
H -0.3982 -3.3358 -0.7628 -0.089 -0.075 0.018
C 1.8687 -0.3593 0.8366 0.118 0.003 -0.121
C 2.6961 0.5311 -0.0882 -0.005 -0.108 0.024
S 0.9090 2.3587 -2.3232 -0.331 -0.036 0.836
H -1.0143 0.3955 0.1536 0.225 0.014 0.244
Cl -0.9914 2.9344 -2.7387 -0.165 0.018 -0.033
H -3.3330 0.6686 -0.3443 -0.022 -0.070 -0.010
C -0.7330 -2.8128 0.1394 0.020 0.093 -0.074
C -3.1699 1.3192 1.7175 0.120 0.030 -0.022
H -1.3681 -3.5278 0.6696 0.064 0.061 0.133
H 3.7705 0.4974 0.0985 -0.032 -0.073 0.051
C -1.6109 -1.6220 -0.3212 -0.052 -0.048 0.003
H -3.4197 0.8711 2.6809 0.017 0.034 0.007
O 1.0254 1.0371 -2.9257 0.077 -0.018 -0.177
C -3.0737 0.2466 0.6306 0.051 -0.088 0.133
S 2.2658 2.2550 0.0820 -0.121 -0.104 0.207
O 1.8653 2.4832 1.4394 0.152 0.084 -0.050
N 0.8961 2.4059 -0.7981 0.050 -0.035 -0.057
```
Forces are in eV/Å.

Computed properties:
* LUMO level: -0.94 eV
* HOMO-LUMO gap: 8.910 eV
* E: -69839.2263 eV
* spin multiplicity: 1
* highest occupied orbital energy: -0.36183 Ha

Löwdin atomic charge list, values in e, 8 entries: 0.123 -0.320 -0.228 0.111 0.098 0.105 0.111 0.102

=====

# 4
ORCA calculation (ωB97M-V/def2-TZVPD) on 2 unconnected molecules or ions with the total composition C9H19ClN2P.

```
32
Properties=species:S:1:pos:R:3:forces:R:3
H -2.8575 3.0166 -4.3170 0.000 -0.020 -0.020
H -0.5477 2.4644 1.2949 -0.016 -0.024 0.036
H 1.7884 -3.5643 3.4680 -0.167 -0.068 0.068
H 2.9841 -2.9426 2.3610 0.142 -0.092 0.143
H 0.5053 -0.0595 -0.0955 0.011 -0.028 -0.092
H 0.7411 1.4052 1.8457 0.047 -0.024 0.001
H -1.6217 3.0220 -0.6895 0.030 0.020 0.016
C -0.2980 0.6321 0.1481 0.098 0.036 0.233
H -1.9896 4.1937 -3.3172 0.016 0.004 -0.017
C 1.9773 -2.7788 2.7424 0.182 0.297 -0.351
C 0.2435 1.7932 0.9595 -0.106 0.101 -0.099
H 1.0070 -0.9254 3.3166 -0.143 0.012 0.080
H -1.0578 0.0848 0.7062 -0.032 -0.019 -0.044
P 1.8412 -3.3439 0.0058 1.539 0.555 0.032
H 0.9706 2.3690 0.3874 0.049 -0.032 0.013
H 1.6030 -4.7205 -0.0820 -0.569 -0.065 -0.171
H 0.5282 -1.8748 1.4197 -0.017 0.118 -0.148
C 1.9625 -1.4254 3.4403 -0.113 -0.262 0.308
H 2.1595 -1.5199 4.5019 0.090 0.026 0.081
H 1.0588 -2.8057 -1.0315 -0.625 -0.357 0.057
C -1.5863 1.0029 -3.2149 -0.073 0.089 -0.078
N -0.8928 1.0552 -1.1326 0.027 -0.011 -0.013
H -1.8390 0.7832 -4.2365 0.046 -0.073 -0.001
C -0.9413 0.2812 -2.2685 0.030 -0.056 0.098
Cl 3.1930 -0.3105 2.7952 0.060 0.221 -0.248
C -2.6256 3.3130 -3.3000 0.019 0.006 0.047
N -1.9226 2.2069 -2.6423 -0.036 0.030 0.003
H 0.1840 -3.5379 1.8101 -0.172 0.038 -0.066
H -3.5482 3.5299 -2.7688 -0.019 -0.013 -0.002
C 0.9885 -2.8497 1.5622 -0.290 -0.419 0.219
H -0.5139 -0.7056 -2.2849 -0.006 -0.007 -0.086
C -1.4940 2.2111 -1.3839 -0.003 0.015 0.001
```
Forces are in eV/Å.

Computed properties:
* LUMO level: -2.90 eV
* HOMO-LUMO gap: 8.386 eV
* E: -34425.9901 eV
* energy above the lowest of the compared OMol25 structures with the same formula, charge and spin: 0.0 kcal per mole
* total charge: +1
* spin multiplicity: 1
* highest occupied orbital energy: -0.41486 Ha

Löwdin atomic charge list, values in e, 8 entries: 0.102 0.079 0.108 0.065 0.114 0.063 0.170 -0.159